Entry 1:
Formula: C22H32N6O2
Source: the Open Molecules 2025 dataset
Level of theory: ωB97M-V/def2-TZVPD

Values from the calculation:
energy above the lowest of the compared OMol25 structures with the same formula, charge and spin	0.00	kcal per mole
SMILES string	CCCN(C(=O)Cc1nc(N)n[nH]1)C1(C(=O)Nc2c(C)cccc2C)CCCCC1
strongest force on any atom	1.14	eV Å⁻¹
Kohn-Sham gap	8.69	eV
HOMO level	-8.1	eV

XYZ file:
```
62
Properties=species:S:1:pos:R:3:forces:R:3:lowdin_charge:R:1
C -1.1279 -0.2212 4.9833 -0.03 -0.11 0.00 -0.046
C -0.6227 -2.5377 3.5540 -0.05 0.00 -0.03 -0.205
H -1.8208 -1.5073 6.5448 -0.03 0.00 0.09 0.102
C 0.2498 1.0934 -2.5808 0.31 -0.02 -0.35 -0.151
C 1.0349 1.3542 -4.9583 0.13 -0.12 0.17 -0.099
H -1.0765 1.6231 2.5717 0.04 0.07 0.01 0.081
H 0.9691 -3.8111 0.2021 0.01 -0.07 0.08 0.084
O -1.1935 0.2519 0.6871 -0.28 -0.04 0.22 0.058
H 1.6558 3.5549 0.1687 0.01 -0.14 -0.13 0.136
H 0.8767 -1.9588 1.4844 -0.03 0.19 -0.08 0.123
H 0.7395 -3.9176 2.6296 0.07 -0.10 -0.08 0.082
H -1.1543 -3.5210 -1.7813 -0.04 0.02 0.07 0.115
H -0.0926 1.9345 4.0051 0.03 0.02 0.07 0.084
H -0.8498 -3.8305 1.8526 0.03 -0.05 -0.10 0.068
N -0.5724 4.6758 -1.4167 0.26 0.19 -0.12 0.159
C -0.3316 -3.8088 2.8101 -0.05 0.10 0.02 -0.039
H -2.2497 6.3141 -2.4209 -0.09 -0.05 0.00 0.085
C -0.2556 1.2443 3.1804 0.01 0.11 -0.07 -0.030
C -1.9195 4.7250 -1.2476 0.52 -0.89 0.48 -0.506
H 2.2959 1.3225 -3.2146 0.04 -0.05 0.08 0.112
H 1.8672 -2.6011 -2.4385 0.05 -0.01 -0.07 0.107
C -0.2265 3.5605 -0.8026 -0.47 -0.01 0.15 -0.365
C 1.3893 0.8297 -3.5732 -0.32 0.14 -0.07 -0.224
H 0.8512 2.4255 -4.9238 -0.04 0.13 -0.05 0.076
H 0.8536 -4.5511 -1.3805 0.00 -0.04 0.11 0.110
H -0.1125 -1.5387 -2.6219 0.01 0.08 -0.06 0.114
C -0.5693 -2.9425 -1.0643 -0.02 0.03 -0.06 -0.159
C 1.1830 1.5651 -0.3528 0.22 0.26 -0.27 -0.436
H 0.1386 0.8656 -5.3341 -0.11 -0.02 -0.10 0.075
O 1.6593 1.1558 0.6952 0.22 0.08 0.08 0.063
C -1.4084 -1.4474 5.5489 -0.01 0.01 0.04 -0.080
H 2.2717 -1.3640 0.3188 0.06 0.02 -0.03 0.115
C -0.5937 -0.1125 3.7030 0.00 -0.01 -0.03 -0.183
H 1.5957 -0.2408 -3.6289 0.07 -0.07 0.08 0.099
H 2.8992 -3.1641 -1.1352 0.02 0.01 -0.10 0.115
N -2.6674 5.7836 -1.6742 -0.30 0.34 -0.09 0.118
H -1.4028 2.0566 0.1686 0.07 -0.09 -0.09 0.112
C 0.8083 -3.5957 -0.8551 0.09 -0.02 -0.16 -0.179
H 2.5798 -0.6579 -1.2384 -0.04 0.02 0.13 0.123
H -3.6507 5.5900 -1.7690 0.03 0.06 -0.08 0.087
C 1.1666 3.0482 -0.6683 0.04 0.04 0.20 -0.001
C -0.3723 -1.2853 2.9754 -0.33 -0.04 0.44 -0.124
N 0.5989 0.7162 -1.2291 -0.13 -0.20 0.20 0.013
C -0.2353 -0.5004 0.6369 0.02 -0.17 -0.40 -0.409
C 1.8931 -1.3161 -0.7027 0.11 -0.27 -0.04 -0.100
C 1.9361 -2.6984 -1.3536 0.03 -0.06 0.18 -0.184
H 1.8471 1.1667 -5.6560 0.01 0.02 -0.13 0.072
H -1.3367 -3.5678 5.2802 -0.01 -0.10 0.02 0.106
C -0.4638 -1.5109 -1.5910 -0.18 0.02 0.11 -0.120
H 0.0043 2.1551 -2.6020 -0.07 -0.10 -0.04 0.113
H -1.3115 0.6827 5.5452 0.00 0.11 0.03 0.111
N -2.4106 3.6940 -0.5854 -0.66 0.28 -0.06 0.093
N 0.1620 -1.2694 1.6625 0.31 -0.39 0.17 0.176
H 0.6332 1.2160 2.5550 -0.03 0.09 0.04 0.063
H -0.6476 0.5577 -2.8903 -0.01 0.10 0.03 0.125
H -1.1323 -2.9335 -0.1299 -0.06 -0.04 -0.04 0.095
N -1.3149 2.9582 -0.2935 0.51 0.42 -0.26 0.073
H 1.7277 3.2857 -1.5733 -0.05 -0.01 -0.02 0.127
H -1.4558 -1.0552 -1.5710 0.06 0.06 -0.11 0.131
C -1.1397 -2.6023 4.8373 0.03 0.04 -0.01 -0.056
C 0.4899 -0.6704 -0.7335 0.03 0.27 0.04 -0.283
H -0.6586 -4.6669 3.3916 0.02 -0.06 0.01 0.080
```
Forces are in eV/Å.

Entry 2:
Formula: C35H32Cl20F4O2
Source: the Open Molecules 2025 dataset
Level of theory: ωB97M-V/def2-TZVPD

Values from the calculation:
strongest force on any atom	3.45	eV Å⁻¹
Kohn-Sham gap	8.82	eV
HOMO level	-9.2	eV

XYZ file:
```
93
Properties=species:S:1:pos:R:3:forces:R:3:lowdin_charge:R:1
H 0.3303 2.6448 -2.6714 0.48 0.16 -0.23 0.089
H -3.0939 4.7963 -5.4837 -0.35 -0.40 -0.19 0.121
Cl -2.1598 0.3331 1.8969 -0.45 -0.48 -0.75 0.556
O 1.5196 -0.3830 1.0901 -0.44 0.56 0.31 0.024
H -4.9966 0.8154 -5.5401 -0.16 0.01 -0.08 0.109
C 3.4396 -0.4372 -4.0244 -0.54 -0.95 0.24 -1.875
Cl -4.5641 1.8124 0.7992 0.56 -0.43 0.17 0.570
C -1.5218 3.2794 -5.3898 -1.92 0.02 -0.57 -0.098
F 3.0314 1.8062 7.3877 0.07 -0.51 0.79 0.051
C -5.1532 0.0323 -2.3267 -0.55 -1.23 3.18 -0.071
C -4.6836 0.5752 -4.5347 0.10 0.73 -0.06 0.011
C -0.5627 2.7171 -4.6152 1.25 -1.25 -1.84 -0.139
H 2.1810 6.0106 -0.8405 -0.19 -0.23 -0.29 0.118
C 0.8866 -0.6523 0.0969 1.13 -0.69 -1.27 -0.485
C 2.2422 1.5734 5.2690 -1.18 -0.17 -0.97 -0.004
Cl 0.4637 -6.4808 -1.2997 0.44 0.50 -0.47 0.510
C 1.0887 5.8069 2.3425 -0.55 -0.40 0.25 -0.078
C -1.0759 4.1946 -2.8913 -0.13 1.30 0.51 -0.021
Cl 4.9755 -3.3930 0.5384 -0.15 -0.26 0.28 0.508
C 1.1346 3.6317 1.4200 0.18 -0.50 -1.51 -0.057
C -2.1788 -4.2203 -3.9968 0.56 -0.07 -0.28 -2.103
H 0.5384 1.3797 -0.4699 -0.56 -0.12 0.08 0.026
H 0.9388 2.5699 1.4446 0.22 -0.19 -0.05 0.080
C 4.7005 -2.8763 2.2056 0.49 0.17 0.41 -2.019
C -0.0679 -4.4211 3.3491 -0.56 0.48 -2.55 -0.475
C 2.2517 1.0838 6.5594 0.47 0.61 -1.02 -0.288
H 1.1500 -6.1630 3.7651 -0.10 -0.12 0.21 0.084
H 1.3796 1.4103 3.3076 -0.11 -0.19 -0.08 0.079
H 0.3136 -2.8032 4.5993 -0.07 -0.04 0.23 0.048
C -0.3260 3.1494 -3.3651 -0.29 0.13 1.80 -0.092
C 2.2089 -6.1703 -1.1050 0.08 -0.15 0.17 -1.932
C 0.8631 4.4143 2.5071 0.68 1.99 -0.45 -0.073
Cl 3.6469 0.2777 -2.3887 0.42 0.10 -1.12 0.541
H -0.6183 -6.4274 3.6075 0.12 -0.35 0.06 0.090
C 0.3076 0.3844 -0.8497 0.56 -0.17 0.69 -0.076
Cl -1.9093 -3.8167 -2.3219 -0.47 -0.56 1.00 0.545
Cl -0.7282 -4.9880 -4.6096 0.57 -0.92 -0.14 0.513
C -2.3996 4.2346 -4.8763 0.69 0.89 -1.02 -0.003
Cl 2.4708 -6.1714 0.6483 0.55 0.05 -0.28 0.541
Cl 2.7869 -4.5831 -1.7693 -0.66 -1.29 0.04 0.501
Cl -3.5851 -5.2323 -4.3474 0.13 0.22 0.43 0.554
Cl 2.1177 -1.6710 -3.7586 0.54 0.49 -0.64 0.468
Cl 2.8687 0.7481 -5.2682 0.72 -0.77 1.03 0.518
C 1.5391 -0.0385 6.9516 -0.03 0.75 -0.47 -0.016
H 1.6638 -2.2543 -1.1194 -0.16 0.17 0.04 -0.006
C 1.7464 5.5706 0.0449 0.41 -0.66 -0.34 -0.023
H 1.6677 -0.4076 7.9583 -0.23 -0.11 0.04 0.114
C -0.2009 -3.7600 4.6886 0.56 -0.35 0.11 -0.018
Cl 5.4305 -1.2752 2.3744 0.24 0.10 0.17 0.521
F 1.8639 3.3410 -0.8304 -0.06 0.63 0.57 0.016
Cl 5.4811 -4.0141 3.3767 -0.28 0.35 -0.62 0.492
H -1.2319 -3.5858 4.9962 -0.09 -0.04 -0.30 0.097
Cl 4.9227 -1.3584 -4.5775 -1.14 1.12 0.45 0.493
C 1.4592 6.3786 1.1257 0.08 -0.50 1.54 -0.088
H 1.6263 7.4455 1.1418 -0.02 0.05 -0.44 0.105
C -2.8841 1.8643 1.3705 0.50 0.52 0.18 -1.992
Cl -2.8008 2.8500 2.8199 -0.24 0.72 0.35 0.529
Cl 3.0053 -2.7139 2.5881 -0.22 -0.37 -0.11 0.590
C -5.6363 0.3620 -3.5196 1.21 0.36 -3.09 -0.286
C 1.6006 4.1989 0.2102 -0.51 -0.15 0.60 -0.242
H 2.7966 2.4532 4.9775 0.29 -0.01 0.32 0.115
H 0.2680 -4.3907 5.4439 0.06 0.20 0.17 0.085
C 0.2500 -5.9041 3.2073 -0.06 0.82 0.20 -0.036
C 1.3792 1.0069 4.3095 0.79 0.24 1.15 -0.071
C 0.8516 -2.0960 -0.4099 -0.56 0.55 0.91 -0.052
H -0.7468 4.6386 -1.9635 -0.47 0.15 0.31 0.100
C -2.0760 4.7858 -3.6744 1.06 -1.09 1.03 -0.287
H -3.5305 -0.4995 -1.0458 -0.01 0.09 0.12 0.085
H 0.9796 -2.7432 0.4577 0.02 -0.14 -0.20 0.038
C -3.8198 -0.1336 -2.0199 1.70 0.78 -1.22 -0.085
C -2.8375 0.2282 -2.9856 -1.57 -0.17 0.84 -0.098
H -1.7800 0.2496 -2.7673 -0.01 -0.18 0.02 0.077
C -3.3003 0.6087 -4.2386 -0.92 -0.59 0.27 -0.104
H -0.0661 -0.5120 3.9629 -0.19 -0.01 0.00 0.072
H 0.9458 6.4787 3.1760 -0.10 -0.04 0.16 0.096
H 0.0931 2.0010 -5.0880 -0.02 -0.41 0.16 0.085
H -0.7456 0.1357 -0.9805 -0.01 0.47 -0.08 0.043
F -2.7117 5.8691 -3.2400 -0.30 0.39 0.29 0.083
H -1.7222 2.8632 -6.3660 0.13 0.17 -0.24 0.111
Cl -1.8500 2.6109 0.1224 -0.63 -0.15 0.10 0.594
H 0.4086 -6.1290 2.1526 -0.30 0.01 0.26 0.013
F -6.9680 0.3862 -3.7541 0.57 0.14 -0.01 0.067
Cl 3.1025 -7.5261 -1.8741 -0.23 0.72 0.27 0.515
H -5.8801 -0.1889 -1.5592 -0.12 -0.08 0.24 0.119
H 0.0713 -1.3822 6.4553 -0.39 -0.24 -0.79 0.092
H -2.5550 0.8571 -4.9797 -0.31 0.06 -0.27 0.084
H 0.5455 3.9989 3.4521 -0.07 -0.03 -0.01 0.100
H 0.8277 0.3342 -1.8063 -0.10 -0.44 -0.16 0.044
C 0.6482 -0.5806 6.0182 0.89 1.00 -0.13 -0.071
O -0.2507 -3.7737 2.3090 0.26 -0.63 1.69 0.011
C 0.5760 -0.0423 4.6933 -0.35 -1.33 1.16 -0.089
H -0.1149 -2.2937 -0.8735 0.14 -0.15 -0.21 0.039
Cl -2.2518 -2.7046 -4.8017 -0.79 1.31 -1.03 0.566
```
Forces are in eV/Å.